{"formula": "C6H17N5O2", "method": "the ωB97M-V functional and the def2-TZVPD basis", "elements": ["C", "C", "C", "C", "C", "C", "N", "N", "N", "N", "N", "O", "O", "H", "H", "H", "H", "H", "H", "H", "H", "H", "H", "H", "H", "H", "H", "H", "H", "H"], "coordinates": [[-1.83923, 0.56349, -0.25266], [-2.14035, -0.05490, -1.61454], [-0.83402, -2.03062, -1.01261], [-0.16159, -0.86216, 0.44707], [0.19769, 1.36296, 0.85098], [1.12474, 2.45616, 0.15068], [1.27234, -2.02262, 1.62601], [-0.40341, 0.41253, 0.00005], [1.19110, -1.20317, 0.67546], [-2.27934, -1.46945, -1.41225], [2.49228, 1.89260, 0.19373], [2.07598, -0.67951, -0.00657], [2.55591, -2.32234, 1.95542], [-2.06832, 1.58960, -0.24692], [-2.55944, 0.23583, 0.63685], [-3.03941, 0.46801, -1.95150], [-1.43245, 0.24084, -2.33383], [-0.20527, -1.84754, -1.87899], [-0.92616, -2.92406, -0.49686], [-0.62781, -1.22312, 1.46225], [0.77907, 0.79438, 1.68712], [-0.56758, 1.78902, 1.42398], [1.13305, 3.39107, 0.75284], [0.76192, 2.65760, -0.92563], [-3.03666, -1.57402, -0.72650], [-2.55102, -1.91931, -2.30960], [2.84650, 1.77570, 1.18474], [3.09438, 2.48603, -0.29736], [2.55136, 0.96675, -0.25937], [2.59574, -2.94974, 2.67801]], "homo_lumo_gap_ha": [0.3581, 0.3581], "de_lowest_kcal_mol": 22.24, "e_lumo_ev": [-6.6, -6.6], "total_charge": 2}


{"formula": "C23H55N3OOsP4Se", "method": "the ωB97M-V functional and the def2-TZVPD basis", "elements": ["Os", "P", "P", "P", "H", "C", "C", "H", "C", "C", "C", "C", "C", "C", "C", "C", "C", "H", "H", "H", "H", "H", "H", "H", "H", "H", "H", "H", "H", "H", "H", "H", "H", "H", "H", "H", "H", "H", "H", "H", "H", "H", "H", "H", "H", "H", "C", "C", "C", "C", "C", "C", "Se", "H", "H", "H", "H", "H", "H", "C", "N", "C", "P", "O", "N", "C", "C", "N", "C", "C", "H", "H", "H", "H", "H", "H", "H", "H", "H", "H", "H", "H", "H", "H", "H", "H", "H", "H"], "coordinates": [[0.42165, 0.65579, 0.07746], [-0.99856, -1.12564, 0.86992], [0.86882, 1.45980, 2.20368], [0.81618, -0.71998, -1.94499], [2.85670, 2.05862, 0.06313], [2.08969, 1.53020, -0.49753], [0.90395, 2.34193, -0.79084], [0.86343, 3.33557, -0.29915], [-0.15866, -2.47436, 1.80345], [-2.25151, -0.40053, 2.01418], [-2.10318, -2.07398, -0.25712], [2.27101, 2.56060, 2.56736], [-0.56076, 2.49414, 2.68838], [1.01984, 0.23103, 3.56009], [2.19202, -0.42200, -3.13461], [-0.62572, -0.65171, -3.04741], [1.07922, -2.51690, -1.64791], [2.61140, 0.89617, -1.22253], [0.37263, 2.20219, -1.74180], [-0.89514, -3.16982, 2.23663], [0.45174, -2.06398, 2.61425], [0.50526, -3.03199, 1.13196], [-3.11946, -1.06654, 2.11256], [-2.58731, 0.54622, 1.57304], [-1.84009, -0.22057, 3.01225], [-2.87787, -2.59536, 0.31547], [-1.56577, -2.82516, -0.83373], [-2.59421, -1.38893, -0.94724], [2.24165, 2.81032, 3.63834], [2.22205, 3.48874, 1.98617], [3.21971, 2.05705, 2.35455], [-0.27189, 3.09894, 3.55452], [-1.41783, 1.87161, 2.95363], [-0.84708, 3.15504, 1.86396], [1.40019, 0.74758, 4.45199], [1.74433, -0.54376, 3.27749], [0.05511, -0.22850, 3.80454], [2.04301, -1.05423, -4.02220], [3.15762, -0.68918, -2.68513], [2.22313, 0.62788, -3.45134], [-0.29503, -0.82148, -4.07754], [-1.11619, 0.32561, -2.98642], [-1.35499, -1.42496, -2.79543], [1.04300, -3.02691, -2.62043], [0.31497, -2.94670, -0.99356], [2.06730, -2.66490, -1.19238], [5.35042, -1.48744, 0.22036], [5.98412, -0.48340, -0.54028], [7.37658, -0.53692, -0.67351], [8.10726, -1.61694, -0.15871], [7.42686, -2.67278, 0.44612], [6.04813, -2.62789, 0.61827], [3.65843, -1.26394, 1.07670], [4.17787, 0.07777, 1.42597], [5.39566, 0.34967, -0.93501], [7.91977, 0.27293, -1.15645], [9.19353, -1.66326, -0.22851], [7.92953, -3.55383, 0.82471], [5.47809, -3.40139, 1.13045], [-1.47511, 5.02203, -0.51962], [-2.53371, 4.01770, -0.39032], [-3.31602, 4.10086, 0.85094], [-2.56609, 2.61084, -1.28546], [-1.89450, 1.42600, -0.65171], [-4.14709, 2.13996, -1.30871], [-4.48472, 0.72300, -1.18474], [-5.26899, 3.04278, -1.50348], [-2.07802, 2.97010, -2.85205], [-0.71671, 3.27529, -3.29403], [-2.98910, 2.68549, -3.95974], [-1.68911, 5.87113, 0.14558], [-1.39193, 5.40459, -1.54724], [-0.50214, 4.61999, -0.19541], [-4.09131, 4.88345, 0.79330], [-3.80139, 3.13661, 1.05471], [-2.65912, 4.34677, 1.69566], [-4.19077, 0.34271, -0.19873], [-5.56727, 0.60534, -1.29007], [-3.99082, 0.13312, -1.97008], [-6.02825, 2.85498, -0.73147], [-4.95613, 4.09016, -1.43478], [-5.74712, 2.88150, -2.48029], [-0.20827, 2.35104, -3.60010], [-0.76557, 3.90699, -4.18424], [-0.11898, 3.80061, -2.54664], [-3.46231, 1.69928, -3.84709], [-3.76886, 3.45295, -4.06895], [-2.40417, 2.67075, -4.88299]], "homo_lumo_gap_ha": [0.3335, 0.1836], "de_lowest_kcal_mol": 0.00, "e_lumo_ev": [-10.4, -14.6], "multiplicity": 5, "s_squared": 6.039, "total_charge": 4}


{"formula": "C4H7NO", "method": "the ωB97M-V functional and the def2-TZVPD basis", "elements": ["C", "C", "C", "N", "C", "O", "H", "H", "H", "H", "H", "H", "H"], "coordinates": [[1.08150, 0.75754, 0.17516], [0.40147, -0.33144, -0.73264], [-0.53730, -1.29918, 0.07207], [-1.44354, -0.36165, 0.71805], [-1.39817, 0.79105, 0.40214], [-0.36639, 0.33716, -1.60582], [0.70052, 1.74766, -0.12789], [1.02310, 0.68392, 1.27113], [2.12536, 0.75312, -0.10778], [1.18414, -1.00169, -1.16099], [-1.10332, -1.96666, -0.59000], [-0.05216, -1.87711, 0.85952], [-1.61523, 1.76727, 0.82705]], "homo_lumo_gap_ha": [0.3057, 0.3059], "de_lowest_kcal_mol": 115.39, "e_lumo_ev": [-0.3, -0.3], "total_charge": 0}


{"formula": "C3H2NOS", "method": "the ωB97M-V functional and the def2-TZVPD basis", "elements": ["S", "C", "C", "N", "O", "C", "H", "H"], "coordinates": [[2.36246, 0.11435, 0.01317], [0.69399, -0.03202, -0.05989], [-0.14776, 1.12101, -0.04658], [-1.38898, 0.90534, 0.04371], [-1.64032, -0.43871, -0.00115], [-0.09990, -1.15938, -0.05394], [0.04641, 2.22555, 0.00142], [-0.12634, -2.09804, 0.35778]], "homo_lumo_gap_ha": 0.2565, "de_lowest_kcal_mol": 47.12, "e_lumo_ev": 4.0, "total_charge": -1, "smiles": "[S-]c1cnoc1"}


{"formula": "C14H29ClI2P3Re", "method": "the ωB97M-V functional and the def2-TZVPD basis", "elements": ["I", "I", "Re", "P", "C", "C", "H", "H", "H", "H", "H", "H", "C", "H", "H", "H", "P", "C", "C", "H", "H", "H", "C", "H", "H", "H", "H", "H", "H", "Cl", "C", "P", "C", "C", "C", "C", "C", "C", "C", "H", "H", "H", "H", "H", "H", "H", "H", "H", "H", "H"], "coordinates": [[0.80997, -0.20080, -3.37327], [0.00933, 3.61028, -2.63638], [0.30105, 0.81251, -1.06323], [-1.95612, 1.43407, -0.75695], [-2.93666, 1.44935, -2.28942], [-2.91327, 0.38540, 0.40944], [-3.91061, 0.84603, 0.50880], [-3.32136, 3.26901, 0.00515], [-2.41164, 0.32488, 1.38885], [-1.70384, 3.29838, 0.84274], [-2.86278, 0.47040, -2.79130], [-2.99573, -0.61523, -0.04027], [-2.23296, 3.14592, -0.10972], [-3.96797, 1.69198, -1.99995], [-1.83870, 3.84334, -0.88004], [-2.50740, 2.24302, -2.91392], [2.51650, 1.42736, -0.70198], [3.64385, 1.40408, -2.15384], [2.80274, 3.15290, -0.17190], [2.94544, 0.40628, 1.47997], [4.43471, 0.96772, 0.66573], [3.65307, -0.55453, 0.14274], [3.47168, 0.45951, 0.51899], [2.27687, 3.37307, 0.76248], [3.88245, 3.29410, -0.02419], [4.63805, 1.61378, -1.73873], [3.34428, 2.21166, -2.83360], [2.43159, 3.81499, -0.96688], [3.61632, 0.44455, -2.69208], [0.24239, 1.64386, 1.25150], [1.66930, -2.31752, -0.32383], [0.10971, -1.32540, -0.35402], [-0.98322, -2.35671, -1.40356], [-0.63103, -2.01212, 1.29204], [-1.50616, -3.10786, 1.35962], [-1.98132, -3.56535, 2.59335], [-1.56606, -2.96189, 3.76459], [-0.62715, -1.92039, 3.72299], [-0.14350, -1.46220, 2.48738], [2.17002, -2.28150, 0.65306], [2.35018, -1.92288, -1.08367], [1.44289, -3.36923, -0.56086], [-0.75250, -3.42131, -1.24345], [-2.04378, -2.14620, -1.20596], [-0.79233, -2.13381, -2.45564], [-1.84049, -3.60959, 0.45683], [-2.68832, -4.39024, 2.61447], [-1.97707, -3.29081, 4.72675], [-0.27078, -1.42241, 4.63423], [0.60035, -0.65048, 2.48694]], "homo_lumo_gap_ha": [0.2384, 0.1648], "e_lumo_ev": [-11.9, -13.6], "multiplicity": 4, "s_squared": 3.799, "total_charge": 3}


Largest force on an atom, respectively: 5.70, 4.46, 1.19, 6.44, 4.33 eV/A.
M, respectively: 191.2, 782.8, 85.1, 100.1, 765.8 g/mol.